Record 1
63
Properties=species:S:1:pos:R:3 method="wB97M-V/def2-TZVPD" homo_lumo_gap_ev=7.586 e_homo_ha=-0.28333 max_force_ev_per_a=2.1 total_energy_ev=-121342.7657 total_charge=0 e_above_lowest_kj_mol=0.0 multiplicity=1
P 0.039 -1.845 -4.014
P 0.206 1.210 -3.906
C -0.197 -0.961 -5.636
C 0.378 0.449 -5.597
H -1.275 -0.948 -5.833
H 0.282 -1.571 -6.411
H 1.448 0.452 -5.838
H -0.129 1.112 -6.308
C -1.454 1.966 -4.184
H -1.664 2.687 -3.382
H -2.234 1.191 -4.183
H -1.446 2.483 -5.157
C 1.256 2.679 -4.168
H 0.929 3.231 -5.059
H 2.297 2.359 -4.294
H 1.192 3.327 -3.286
C -0.968 -3.326 -4.338
H -0.849 -4.024 -3.501
H -0.648 -3.802 -5.275
H -2.022 -3.032 -4.410
C 1.706 -2.515 -4.422
H 2.463 -1.719 -4.409
H 1.661 -2.961 -5.427
H 1.987 -3.284 -3.690
Pb -1.507 -1.134 3.696
C 0.755 1.075 0.091
C -0.559 1.028 -0.134
C -1.362 0.262 -1.128
C -1.745 -1.182 -0.712
C -0.640 -2.086 -0.271
C 0.682 -1.973 -0.458
C 1.410 -0.970 -1.280
C 1.868 0.314 -0.554
C 0.260 -2.405 4.254
H 1.100 1.767 0.870
H -1.196 1.646 0.515
H -0.880 0.236 -2.124
H -2.318 0.801 -1.274
H -2.482 -1.110 0.113
H -2.308 -1.646 -1.546
H -0.995 -2.921 0.353
H 1.328 -2.690 0.063
H 0.800 -0.675 -2.153
H 2.312 -1.461 -1.677
H 2.599 0.045 0.228
H 2.414 0.949 -1.279
H 1.111 -1.847 4.675
H 0.561 -2.851 3.284
H -0.088 -3.201 4.950
Br 2.207 2.544 5.772
C 0.774 2.389 6.971
C 0.921 2.826 8.300
C -0.110 2.682 9.239
C -1.298 2.065 8.832
C -1.456 1.620 7.529
C -0.436 1.754 6.577
C -0.599 0.870 5.388
O -1.518 -0.046 5.634
O 0.033 0.881 4.289
H 1.864 3.266 8.618
H -0.001 3.058 10.256
H -2.097 1.884 9.543
H -2.366 1.078 7.279

=====

Record 2
15
Properties=species:S:1:pos:R:3 method="wB97M-V/def2-TZVPD" homo_lumo_gap_ev=8.354 e_homo_ha=-0.28378 max_force_ev_per_a=2.5 total_energy_ev=-9405.4748 total_charge=0 smiles=C[C@]12C[C@]1(O)CO2 e_above_lowest_kj_mol=420.4 multiplicity=1
C -1.246 0.529 -0.875
C 0.220 0.014 -1.030
C 1.321 0.615 -0.192
C 0.338 -0.028 0.645
O -0.352 0.528 1.686
C 0.236 -1.499 0.383
O 0.421 -1.396 -1.031
H -1.240 1.597 -1.082
H -1.795 0.427 0.099
H -1.819 -0.031 -1.597
H 2.298 0.145 -0.182
H 1.326 1.699 -0.223
H 0.058 1.375 1.908
H 0.996 -2.062 0.924
H -0.763 -1.913 0.568